Entry i
# C20H20BIrN7O2S2

A structure of composition C20H20BIrN7O2S2 (ωB97M-V/def2-TZVPD, the OMol25 dataset).

The geometry in ORCA input format:
```
! RIJCOSX wB97M-V def2-TZVPD def2/J DEFGRID3
* xyz 1 1
Ir -0.3993 0.2824 -1.3370
O -2.4394 3.4688 0.4842
C -1.7785 2.7689 -0.2379
N -2.0317 1.4764 -0.6357
C -3.1838 0.8407 -0.2343
O -4.0495 1.2557 0.4913
C -3.2892 -0.5056 -0.8568
C -4.3933 -1.2977 -0.6078
C -4.4557 -2.5508 -1.1877
C -3.4210 -2.9471 -2.0227
C -2.3582 -2.0898 -2.2283
N -2.2829 -0.8916 -1.6367
C -0.5278 3.2790 -0.8604
C -0.1106 4.5722 -0.6113
C 1.0633 5.0141 -1.1920
C 1.7564 4.1493 -2.0266
C 1.2638 2.8757 -2.2319
N 0.1463 2.4376 -1.6396
H -5.1673 -0.9089 0.0386
H -5.2925 -3.2085 -0.9940
H -3.4228 -3.9150 -2.5037
H -1.5463 -2.3610 -2.8827
H -0.7172 5.1910 0.0345
H 1.4339 6.0118 -0.9986
H 2.6770 4.4467 -2.5085
H 1.7698 2.1851 -2.8863
C -0.0720 -4.9484 0.0841
N -0.0087 -3.7824 0.9504
C -0.1621 -3.7769 2.3254
C -0.0690 -2.4920 2.7192
N 0.1579 -1.7125 1.5977
B 0.2361 -0.1748 1.6045
N 1.6685 0.3867 1.6010
C 2.3310 0.8576 2.7217
C 3.5238 1.3461 2.3298
N 3.5845 1.1890 0.9564
C 4.6773 1.6046 0.0921
C 2.4425 0.6104 0.5367
S 2.1457 0.2536 -1.1204
C 0.1787 -2.5155 0.5316
S 0.4132 -2.1220 -1.1277
H -0.3922 -5.8037 0.6716
H 0.9025 -5.1556 -0.3552
H -0.7851 -4.7714 -0.7194
H -0.3259 -4.6775 2.8896
H -0.1455 -2.0583 3.6998
H -0.2500 0.1733 0.5227
H -0.3671 0.2571 2.5426
H 1.8897 0.8044 3.7005
H 4.3245 1.7892 2.8942
H 5.3907 2.1746 0.6799
H 4.2923 2.2257 -0.7150
H 5.1754 0.7393 -0.3421
*
```

The calculation puts the HOMO energy at -10.64 eV. Its LUMO energy is -3.80 eV. The calculation puts the HOMO-LUMO gap at 6.8 eV.


Entry ii
# C20H20BIrN7O2S2

A structure of composition C20H20BIrN7O2S2 (ωB97M-V/def2-TZVPD, the OMol25 dataset).

The geometry in ORCA input format:
```
! RIJCOSX wB97M-V def2-TZVPD def2/J DEFGRID3
* xyz 1 1
Ir 0.1184 -0.6466 -0.1257
O 0.1268 3.0438 1.5705
C 0.1522 2.1091 0.8187
N -0.5203 0.8956 0.9479
C -1.8810 0.9117 1.2494
O -2.4289 1.6260 2.0406
C -2.6473 0.0101 0.3095
C -4.0239 -0.0484 0.3424
C -4.6781 -0.7931 -0.6273
C -3.9302 -1.4439 -1.5957
C -2.5504 -1.3515 -1.5563
N -1.9238 -0.6340 -0.6220
C 0.8500 2.1434 -0.5132
C 1.4338 3.2814 -1.0272
C 1.9487 3.2315 -2.3140
C 1.8571 2.0486 -3.0319
C 1.2646 0.9454 -2.4433
N 0.7653 1.0029 -1.2098
H -4.5451 0.4958 1.1174
H -5.7573 -0.8616 -0.6305
H -4.4015 -2.0292 -2.3719
H -1.9229 -1.8653 -2.2718
H 1.4595 4.1737 -0.4166
H 2.4114 4.1041 -2.7547
H 2.2436 1.9707 -4.0377
H 1.1892 -0.0072 -2.9504
C 1.9370 -5.1284 0.1590
N 1.7957 -4.3422 1.3753
C 2.5324 -4.4934 2.5304
C 2.0917 -3.5505 3.3948
N 1.0988 -2.8266 2.7762
B 0.3665 -1.5981 3.4143
N 1.3342 -0.3592 3.3243
C 1.4813 0.5258 4.3662
C 2.3575 1.4848 3.9917
N 2.7398 1.1843 2.7059
C 3.7007 1.9390 1.9175
C 2.0980 0.0637 2.3127
S 2.3223 -0.6424 0.7331
C 0.9445 -3.3201 1.5500
S -0.2347 -2.8256 0.3641
H 2.7116 -5.8718 0.3216
H 2.2215 -4.4821 -0.6689
H 1.0010 -5.6301 -0.0772
H 3.2815 -5.2578 2.6301
H 2.3904 -3.3372 4.4054
H -0.6548 -1.3827 2.8243
H 0.2043 -1.8216 4.5828
H 0.9463 0.3911 5.2885
H 2.7395 2.3427 4.5144
H 3.9535 2.8410 2.4674
H 3.2669 2.2075 0.9572
H 4.6008 1.3520 1.7471
*
```

The calculation puts the HOMO energy at -10.97 eV. Its LUMO energy is -3.24 eV. The calculation puts the HOMO-LUMO gap at 7.7 eV.


entry ii is the most stable structure; the next one sits 284.2 kJ/mol above it.